Molecular formula: C49H96F24N7O18PS8
Method: DFT, ωB97M-V/def2-TZVPD

Properties
DFT total energy: -260831.050 eV
Highest occupied orbital energy: -8.2 eV
Relative energy (zero: lowest compared OMol25 entry of this formula, charge and spin): 625.2 kJ/mol

Last column: Löwdin charge in e.
Element x y z (Å)
C (-39.77742, -9.73979, 9.56498)  -0.081
C (-38.63410, -9.89950, 10.59978)  -0.238
C (-37.24511, -10.34750, 10.07854)  -0.219
C (-37.26591, -11.63546, 9.22089)  -0.258
P (-35.73356, -12.08971, 8.28177)  1.071
C (-35.20442, -10.70852, 7.19553)  -0.268
C (-34.99946, -9.32177, 7.77696)  -0.245
C (-34.14644, -8.52207, 6.75634)  -0.260
C (-33.74662, -7.12130, 7.26167)  -0.076
C (-34.42765, -12.49575, 9.55272)  -0.275
C (-34.70727, -13.59539, 10.54429)  -0.253
C (-33.56389, -13.92653, 11.57081)  -0.222
C (-34.09788, -14.63510, 12.85094)  -0.098
C (-36.03247, -13.55909, 7.18848)  -0.270
C (-37.13223, -13.56476, 6.13731)  -0.251
C (-37.24880, -14.93375, 5.34935)  -0.224
C (-38.48754, -15.10117, 4.38002)  -0.084
H (-40.62410, -9.88976, 10.23486)  0.071
H (-39.76808, -10.54591, 8.83136)  0.059
H (-39.99161, -8.74229, 9.18128)  0.077
H (-38.90991, -10.69453, 11.29258)  0.098
H (-38.58362, -9.07916, 11.31573)  0.112
H (-36.47550, -10.44462, 10.84429)  0.110
H (-36.89532, -9.55030, 9.42263)  0.076
H (-38.00204, -11.72266, 8.42175)  0.070
H (-37.56803, -12.50804, 9.80005)  0.099
H (-35.95401, -10.61288, 6.41000)  0.104
H (-34.34914, -10.98440, 6.57869)  0.101
H (-34.53341, -9.29794, 8.76201)  0.113
H (-35.92167, -8.74486, 7.84636)  0.110
H (-34.60176, -8.40829, 5.77256)  0.110
H (-33.22003, -9.04688, 6.52300)  0.104
H (-33.03712, -7.35231, 8.05625)  0.075
H (-34.56441, -6.52084, 7.66009)  0.084
H (-33.17069, -6.56949, 6.51875)  0.061
H (-34.25936, -11.54027, 10.04956)  0.092
H (-33.50901, -12.71077, 9.00687)  0.105
H (-34.83767, -14.49189, 9.93818)  0.107
H (-35.58145, -13.31346, 11.13116)  0.105
H (-33.01339, -13.01932, 11.81985)  0.104
H (-32.87530, -14.61149, 11.07605)  0.103
H (-35.03276, -15.16108, 12.65739)  0.068
H (-34.22458, -13.97853, 13.71173)  0.072
H (-33.43709, -15.44019, 13.17234)  0.069
H (-36.09289, -14.55954, 7.61692)  0.100
H (-35.10427, -13.39475, 6.64118)  0.088
H (-36.92029, -12.66147, 5.56527)  0.099
H (-38.11514, -13.29673, 6.52478)  0.102
H (-37.25802, -15.78358, 6.03184)  0.100
H (-36.33764, -14.99114, 4.75388)  0.101
H (-39.36674, -15.17657, 5.01989)  0.068
H (-38.31769, -15.96857, 3.74218)  0.075
H (-38.60899, -14.14346, 3.87393)  0.068
C (-28.48009, -5.36863, 1.41438)  -0.031
C (-29.17073, -6.05590, 2.66827)  -0.073
N (-30.66992, -5.49486, 2.88444)  -0.175
C (-31.16542, -5.98628, 4.29010)  0.020
C (-30.58903, -3.87513, 2.99002)  -0.115
C (-31.82130, -3.08262, 3.39784)  -0.064
C (-31.72544, -5.86400, 1.86573)  -0.062
C (-31.83424, -7.36961, 1.41269)  -0.211
O (-32.15518, -8.18604, 2.47454)  -0.180
C (-32.21896, -9.57462, 2.12613)  -0.075
H (-28.31094, -4.31129, 1.61817)  0.060
H (-29.11395, -5.36458, 0.52765)  0.052
H (-27.47827, -5.75548, 1.22780)  0.071
H (-28.65732, -5.73769, 3.57562)  0.093
H (-29.21598, -7.13247, 2.50383)  0.098
H (-32.19060, -5.67119, 4.48465)  0.090
H (-30.49896, -5.43032, 4.94952)  0.066
H (-30.87097, -7.02677, 4.42713)  0.093
H (-30.34520, -3.62305, 1.95798)  0.096
H (-29.75263, -3.70498, 3.66793)  0.075
H (-31.69747, -1.99988, 3.41898)  0.096
H (-32.13230, -3.36312, 4.40416)  0.073
H (-32.70350, -3.27005, 2.78572)  0.053
H (-31.57409, -5.25988, 0.97117)  0.106
H (-32.62307, -5.53942, 2.39205)  0.113
H (-30.89134, -7.68837, 0.96838)  0.101
H (-32.54988, -7.48046, 0.59801)  0.109
H (-32.90267, -10.17858, 2.72269)  0.082
H (-31.26919, -10.07567, 1.93913)  0.091
H (-32.67569, -9.63216, 1.13812)  0.076
C (-23.93715, -4.07119, 4.29176)  -0.048
C (-24.37315, -5.03435, 3.14256)  -0.108
N (-23.30376, -6.13808, 2.84438)  -0.184
C (-21.91286, -5.48829, 2.50840)  0.031
C (-23.04720, -7.13397, 4.07479)  -0.110
C (-21.97617, -8.25124, 3.78117)  -0.059
C (-23.75655, -6.91234, 1.52500)  -0.031
C (-24.78488, -8.13092, 1.79823)  -0.169
O (-25.92255, -7.53227, 2.38579)  -0.209
C (-26.78936, -8.44540, 3.10784)  -0.063
H (-23.78170, -4.62574, 5.21717)  0.066
H (-24.63772, -3.24984, 4.44230)  0.067
H (-22.97482, -3.56633, 4.20727)  0.071
H (-24.50822, -4.45798, 2.22732)  0.100
H (-25.25373, -5.62128, 3.40372)  0.101
H (-21.98503, -4.67504, 1.78624)  0.085
H (-21.32268, -6.33715, 2.16310)  0.088
H (-21.53691, -5.08048, 3.44672)  0.093
H (-24.00209, -7.57636, 4.35867)  0.106
H (-22.69976, -6.53989, 4.92004)  0.110
H (-21.81713, -8.36100, 2.70844)  0.066
H (-22.24287, -9.17269, 4.29875)  0.083
H (-21.00172, -7.88563, 4.10504)  0.076
H (-22.87874, -7.29531, 1.00453)  0.110
H (-24.31071, -6.17098, 0.94932)  0.098
H (-24.19731, -8.77860, 2.44891)  0.094
H (-24.90715, -8.65661, 0.85124)  0.133
H (-27.50274, -8.86817, 2.40042)  0.086
H (-27.35098, -7.91628, 3.87772)  0.059
H (-26.21135, -9.23496, 3.58806)  0.091
C (-36.46204, -8.89216, -1.63073)  -0.087
C (-35.66856, -7.58340, -1.41360)  -0.201
C (-36.50544, -6.26065, -1.44469)  -0.064
N (-35.52921, -5.07155, -1.68009)  -0.203
C (-34.87374, -5.08264, -3.05476)  -0.099
C (-35.92007, -4.83151, -4.14566)  -0.143
C (-36.73810, -3.52881, -3.92767)  -0.158
C (-37.32308, -3.40396, -2.48779)  -0.156
C (-36.28930, -3.74695, -1.45228)  -0.116
C (-34.30087, -5.16887, -0.76876)  0.012
H (-35.95805, -9.79366, -1.28233)  0.074
H (-36.76965, -9.02372, -2.66812)  0.071
H (-37.45324, -8.84017, -1.18026)  0.070
H (-34.73068, -7.64706, -1.96534)  0.106
H (-35.42789, -7.57605, -0.35053)  0.085
H (-36.83460, -6.10542, -0.41724)  0.108
H (-37.39747, -6.16736, -2.06412)  0.128
H (-34.50446, -6.08665, -3.26377)  0.111
H (-34.04472, -4.37505, -3.04255)  0.149
H (-36.60071, -5.68284, -4.15349)  0.103
H (-35.58331, -4.85689, -5.18202)  0.123
H (-37.49139, -3.28846, -4.67793)  0.110
H (-36.08710, -2.66421, -4.05719)  0.113
H (-38.25483, -3.94358, -2.31829)  0.112
H (-37.57641, -2.36057, -2.30004)  0.122
H (-36.75655, -3.92296, -0.48338)  0.103
H (-35.56816, -2.93876, -1.33022)  0.117
H (-34.65223, -5.49531, 0.21005)  0.088
H (-33.72931, -4.24221, -0.71658)  0.089
H (-33.57946, -5.91180, -1.10894)  0.084
C (-20.71478, -3.57968, -1.20699)  -0.599
F (-19.69990, -3.91465, -1.98070)  0.148
F (-20.26726, -3.57449, 0.09169)  0.079
F (-21.14745, -2.33840, -1.45719)  0.121
S (-22.20571, -4.86607, -1.52949)  0.696
O (-22.54460, -4.82151, -2.97537)  -0.304
O (-21.51603, -6.08386, -1.18848)  -0.331
N (-23.42021, -4.29122, -0.45336)  -0.305
S (-24.38115, -3.65244, -1.42586)  0.485
O (-23.77353, -2.59083, -2.14314)  -0.295
O (-25.21523, -4.51244, -2.26453)  -0.296
C (-25.66470, -2.80449, -0.22109)  -0.624
F (-25.10868, -1.77397, 0.41280)  0.132
F (-26.65895, -2.38264, -0.94333)  0.159
F (-26.20018, -3.68405, 0.69789)  0.060
C (-27.93201, -1.30311, 4.57637)  -0.499
F (-27.47315, -0.12490, 5.02455)  0.138
F (-28.83821, -1.01983, 3.58442)  0.091
F (-26.83126, -2.06309, 4.06820)  0.039
S (-28.88094, -2.27679, 5.96782)  0.710
O (-28.38443, -1.67744, 7.22263)  -0.309
O (-30.29978, -1.96796, 5.74151)  -0.305
N (-28.55415, -3.97059, 5.68625)  -0.309
S (-27.54918, -4.23442, 6.84296)  0.559
O (-26.24740, -3.62664, 6.64008)  -0.313
O (-28.01028, -4.21567, 8.25062)  -0.319
C (-27.40002, -6.18710, 6.51433)  -0.592
F (-28.56180, -6.73276, 6.11114)  0.092
F (-26.47597, -6.41345, 5.54970)  0.084
F (-27.06876, -6.77536, 7.67701)  0.116
C (-30.13085, -8.11874, -1.92430)  -0.714
F (-29.30315, -7.77886, -1.01191)  0.165
F (-29.63374, -9.11147, -2.64065)  0.169
F (-31.24705, -8.53192, -1.28259)  0.086
S (-30.56374, -6.58643, -2.93021)  0.673
O (-29.49836, -6.47480, -3.91097)  -0.274
O (-31.87400, -6.88698, -3.51045)  -0.328
N (-30.62891, -5.46322, -1.65288)  -0.305
S (-29.95776, -4.23534, -2.27428)  0.545
O (-28.53063, -4.18765, -2.04607)  -0.283
O (-30.45943, -3.90306, -3.62308)  -0.329
C (-30.63380, -2.72952, -1.24437)  -0.603
F (-29.68600, -2.46578, -0.30762)  0.099
F (-30.80136, -1.66932, -2.02665)  0.155
F (-31.76715, -3.11396, -0.64147)  0.082
C (-34.97713, -0.91205, 0.69481)  -0.669
F (-34.42619, 0.27706, 0.94108)  0.154
F (-35.73220, -0.76161, -0.36452)  0.147
F (-33.98389, -1.76221, 0.44462)  0.107
S (-35.96687, -1.60472, 2.21312)  0.668
O (-35.04900, -1.38135, 3.31314)  -0.297
O (-37.16262, -0.80488, 2.20520)  -0.284
N (-36.18634, -3.27301, 1.79104)  -0.308
S (-36.19796, -3.94457, 3.18870)  0.588
O (-34.86015, -4.29624, 3.76471)  -0.363
O (-37.19723, -3.37210, 4.11851)  -0.322
C (-36.93619, -5.73134, 2.73911)  -0.722
F (-38.11162, -5.51172, 2.22163)  0.152
F (-36.13405, -6.40700, 1.94921)  0.129
F (-37.09279, -6.42173, 3.83669)  0.152